Model a:
A cluster of 4 separate species, C2H12N2O3 in total. Source: OMol25; level of theory: wB97M-V/def2-TZVPD.

Results
HOMO level: -9.26 eV
SMILES string: [H]/N=C/NC.O.O.O
gap between HOMO and LUMO: 10.0 eV
multiplicity: 1

XYZ file:
```
19
C2H12N2O3, DFT wB97M-V/def2-TZVPD
H 2.0745 1.0193 0.0490
N 1.4930 0.2450 0.3426
C 1.0581 -0.5501 -0.5383
N 0.1513 -1.5294 -0.2180
C 0.2099 -2.8094 -0.9401
H 1.2813 -0.4925 -1.6004
H -0.0432 -1.5874 0.7637
H -0.2810 -3.5955 -0.3847
H -0.2037 -2.6388 -1.9360
H 1.2462 -3.1301 -1.0902
O -1.0132 2.4233 0.0152
H -1.2486 1.5701 0.4139
H -0.0593 2.3266 -0.1025
O 1.3081 2.8601 1.8063
H 1.8757 2.2712 2.3106
H 0.5475 3.1664 2.3027
O -2.6590 0.2410 -0.0495
H -3.4506 0.5949 -0.4652
H -2.2870 -0.3846 -0.6792
```

Model b:
A cluster of 4 separate species, C2H12N2O3 in total. Source: OMol25; level of theory: wB97M-V/def2-TZVPD.

Results
HOMO level: -7.70 eV
SMILES string: N/C=C/N.O.O.O
gap between HOMO and LUMO: 8.3 eV
multiplicity: 1

XYZ file:
```
19
C2H12N2O3, DFT wB97M-V/def2-TZVPD
N -0.2363 -2.6414 -1.1030
C -0.7625 -1.3921 -0.5714
C -1.2966 -0.4616 -1.3307
N -1.8615 0.7345 -0.8129
H 0.1061 -3.3304 -0.4394
H -0.1162 -2.7732 -2.1612
H -0.7077 -1.2628 0.5095
H -1.5292 -0.5018 -2.3602
H -1.5904 1.0022 0.1644
H -2.8427 0.6085 -0.7303
O 0.3004 0.4573 3.3064
H 0.6031 1.3346 3.4769
H 1.2225 0.2503 2.9316
O 1.1651 2.0374 -0.5723
H 1.6368 2.0931 -1.4938
H 0.2955 2.4617 -0.6752
O 1.9674 0.3038 0.9749
H 2.1618 1.2656 0.6337
H 1.4846 -0.1856 0.2528
```

Order from most stable to least stable according to the calculation: model a, model b

Model a:
A cluster of 4 separate species, C2H12N2O3 in total. Source: OMol25; level of theory: wB97M-V/def2-TZVPD.

Results
HOMO level: -7.37 eV
SMILES string: N/C=C/N.O.O.O
gap between HOMO and LUMO: 7.9 eV
multiplicity: 1

XYZ file:
```
19
C2H12N2O3, DFT wB97M-V/def2-TZVPD
N -1.2631 0.8434 2.0204
C -0.4873 1.1262 0.9020
C -0.9506 1.3015 -0.3317
N -0.1034 1.5495 -1.4515
H -0.8017 0.4610 2.8244
H -2.2116 0.5361 1.9047
H 0.5459 1.3630 1.1295
H -1.9563 1.0752 -0.6686
H 0.8795 1.4894 -1.2240
H -0.2917 2.3214 -2.0687
O 3.1041 0.5087 -0.9471
H 3.3340 1.4329 -0.8204
H 3.1590 0.2854 -1.8769
O -1.0778 -1.6530 -1.1816
H -0.5140 -2.3429 -1.5378
H -0.6023 -0.8101 -1.2366
O -0.0858 -2.8542 1.3331
H 0.7433 -2.9775 1.7784
H -0.2796 -1.9681 1.0319
```

Model b:
A cluster of 4 separate species, C2H12N2O3 in total. Source: OMol25; level of theory: wB97M-V/def2-TZVPD.

Results
HOMO level: -8.40 eV
SMILES string: C/N=C\N.O.O.O
gap between HOMO and LUMO: 8.6 eV
multiplicity: 1

XYZ file:
```
19
C2H12N2O3, DFT wB97M-V/def2-TZVPD
C 0.3484 1.8378 0.7152
N 1.7093 1.6976 0.2242
C 2.2632 0.5573 0.2977
N 1.6955 -0.6590 0.5603
H 0.2764 2.7976 1.2222
H -0.3133 1.8190 -0.1557
H 0.0077 1.0636 1.4097
H 3.2740 0.4573 -0.1039
H 0.7135 -0.7361 0.7965
H 2.0776 -1.5312 0.2476
O -3.4934 -0.0137 0.3309
H -4.3622 -0.2718 -0.0036
H -3.6146 -0.0034 1.2937
O 1.1711 -1.3237 -2.4920
H 0.5803 -0.9417 -1.8294
H 1.8012 -0.6040 -2.6240
O -1.0477 -1.2309 0.2174
H -1.9863 -0.9723 0.3243
H -1.1007 -1.9424 -0.4311
```

Order from most stable to least stable according to the calculation: model b, model a

Model a:
A cluster of 2 separate species, CH3O2S2 in total. Source: OMol25; level of theory: wB97M-V/def2-TZVPD.

Results
total charge: -1
HOMO level: -3.46 eV
gap between HOMO and LUMO: 7.2 eV
multiplicity: 1

XYZ file:
```
8
CH3O2S2, DFT wB97M-V/def2-TZVPD
C 0.6600 0.2737 0.4361
O -2.0198 0.5154 0.3805
O -0.8645 -1.2900 -1.0179
S 1.8591 -0.6430 -0.2784
S -0.9239 0.3410 -0.6096
H 0.5635 0.4652 1.4133
H 0.8030 1.9924 0.3350
H -0.0774 -1.6546 -0.6590
```

Model b:
A cluster of 2 separate species, CH3O2S2 in total. Source: OMol25; level of theory: wB97M-V/def2-TZVPD.

Results
total charge: -1
HOMO level (spin up / spin down): -4.37 / -4.37 eV
gap between HOMO and LUMO (spin up / spin down): 7.4 / 7.4 eV
multiplicity: 1

XYZ file:
```
8
CH3O2S2, DFT wB97M-V/def2-TZVPD
C 0.3088 0.1036 0.9001
O -1.4662 -1.1890 -0.5525
O 1.4857 -0.9923 -1.9910
S -0.9054 1.6943 -1.1060
S -0.3823 -0.2025 -0.7876
H -0.6293 0.5121 1.3648
H 0.4951 -0.7798 1.3209
H 1.0936 0.8536 0.8515
```

Order from most stable to least stable according to the calculation: model a, model b

Model a:
The molecule H2N2O2. Source: OMol25; level of theory: wB97M-V/def2-TZVPD.

Results
HOMO level: -10.30 eV
SMILES string: [H]/N=N/OO
gap between HOMO and LUMO: 11.1 eV
multiplicity: 1

XYZ file:
```
6
H2N2O2, DFT wB97M-V/def2-TZVPD
H 2.2340 -0.2065 -0.5105
N 1.5391 0.1086 0.2191
N 0.3593 -0.1270 -0.0407
O -0.5410 0.4585 0.7615
O -1.7797 0.2066 0.1517
H -1.8118 -0.4401 -0.5811
```

Model b:
A cluster of 2 separate species, H2N2O2 in total. Source: OMol25; level of theory: wB97M-V/def2-TZVPD.

Results
HOMO level (spin up / spin down): -9.46 / -7.95 eV
gap between HOMO and LUMO (spin up / spin down): 10.4 / 7.7 eV
multiplicity: 1

XYZ file:
```
6
H2N2O2, DFT wB97M-V/def2-TZVPD
N 3.0346 0.5515 -0.3018
N 0.1916 -0.4053 0.2796
O 3.6720 -0.1401 0.3602
O 1.1495 -0.9349 -0.4044
H -0.0990 -0.7899 1.2125
H -0.6100 -0.1259 -0.3675
```

Order from most stable to least stable according to the calculation: model b, model a

Model a:
A cluster of 2 separate species, C9H14 in total. Source: OMol25; level of theory: wB97M-V/def2-TZVPD.

Results
HOMO level: -9.00 eV
SMILES string: Cc1ccccc1.CC
gap between HOMO and LUMO: 10.0 eV
multiplicity: 1

XYZ file:
```
23
C9H14, DFT wB97M-V/def2-TZVPD
C 0.5937 -1.6001 -1.8278
C -0.2975 -0.9328 -0.8805
C -0.5358 -1.4172 0.4105
C -1.4311 -0.8308 1.2684
C -2.1558 0.2809 0.8324
C -1.9957 0.7445 -0.4636
C -1.0286 0.1587 -1.3157
H 1.5202 -0.9435 -2.0411
H 0.1033 -1.6747 -2.8324
H 0.9659 -2.5902 -1.4793
H -0.0124 -2.3608 0.5707
H -1.4290 -0.9863 2.3531
H -2.8717 0.7991 1.4578
H -2.6618 1.5148 -0.8029
H -1.2580 0.4807 -2.3387
C 2.6730 1.9584 1.5623
C 2.5345 1.1054 0.3163
H 1.8220 1.7833 2.2470
H 3.3970 1.6709 2.3565
H 2.8028 3.0403 1.4728
H 2.8504 1.4044 -0.6858
H 1.4955 0.8856 0.0667
H 3.2148 0.2241 0.3828
```

Model b:
A cluster of 2 separate species, C9H14 in total. Source: OMol25; level of theory: wB97M-V/def2-TZVPD.

Results
HOMO level: -8.80 eV
SMILES string: Cc1ccccc1.CC
gap between HOMO and LUMO: 9.8 eV
multiplicity: 1

XYZ file:
```
23
C9H14, DFT wB97M-V/def2-TZVPD
C -0.1117 1.2680 2.5887
C -0.3001 -0.0975 2.1018
C -0.5590 -0.3781 0.7617
C -0.1949 -1.5841 0.1286
C 0.3411 -2.5643 0.9351
C 0.2970 -2.4539 2.3187
C -0.0658 -1.2373 2.9032
H 0.8978 1.4841 2.9492
H -0.7168 1.4676 3.4836
H -0.3215 1.9529 1.7656
H -0.9920 0.3530 0.0910
H -0.3431 -1.7494 -0.9275
H 0.7886 -3.4578 0.5086
H 0.8049 -3.1798 2.9404
H -0.0612 -1.3087 3.9841
C 0.3279 1.2599 -4.0393
C -0.1138 1.5543 -2.5914
H -0.1993 0.3785 -4.4049
H -0.1208 2.0084 -4.6912
H 1.3987 1.1040 -4.0996
H 0.5936 1.4471 -1.7719
H -1.0692 1.0907 -2.3585
H -0.2805 2.6425 -2.5759
```

Model c:
A cluster of 2 separate species, C9H14 in total. Source: OMol25; level of theory: wB97M-V/def2-TZVPD.

Results
HOMO level: -9.00 eV
SMILES string: Cc1ccccc1.CC
gap between HOMO and LUMO: 10.0 eV
multiplicity: 1

XYZ file:
```
23
C9H14, DFT wB97M-V/def2-TZVPD
C -1.8090 -1.5262 -2.5564
C -1.5834 -0.5840 -1.4184
C -2.5875 0.2242 -0.9059
C -2.4466 0.9026 0.3061
C -1.2502 0.8464 0.9935
C -0.1518 0.2754 0.3523
C -0.3422 -0.4996 -0.7809
H -0.8668 -1.7621 -3.0610
H -2.4656 -1.1007 -3.3092
H -2.1753 -2.5081 -2.2491
H -3.5012 0.4022 -1.4634
H -3.3625 1.3088 0.7090
H -1.1587 1.1505 2.0280
H 0.8533 0.3826 0.7541
H 0.5250 -1.0051 -1.1946
C 4.0726 0.7229 2.3524
C 4.1274 -0.2084 1.1197
H 3.7115 0.1991 3.2410
H 5.0834 1.0736 2.5607
H 3.4743 1.6199 2.2152
H 5.1343 -0.2925 0.7295
H 3.9005 -1.2348 1.4249
H 3.3835 0.0609 0.3802
```

Model d:
A cluster of 2 separate species, C9H14 in total. Source: OMol25; level of theory: wB97M-V/def2-TZVPD.

Results
HOMO level: -9.11 eV
SMILES string: Cc1ccccc1.CC
gap between HOMO and LUMO: 10.1 eV
multiplicity: 1

XYZ file:
```
23
C9H14, DFT wB97M-V/def2-TZVPD
C 1.3089 -2.3413 -1.0385
C 0.6005 -1.5738 0.0294
C -0.7514 -1.8637 0.3350
C -1.3997 -1.3668 1.4548
C -0.7366 -0.4472 2.2405
C 0.4989 -0.0413 1.8665
C 1.1694 -0.5448 0.7306
H 0.8018 -3.1242 -1.6651
H 2.2515 -2.8849 -0.6720
H 1.6182 -1.5313 -1.7400
H -1.2932 -2.6524 -0.2798
H -2.5677 -1.5999 1.6777
H -1.2082 0.1412 2.9887
H 0.8533 0.8356 2.3385
H 2.0029 -0.1461 0.4671
C -0.7312 1.9084 -1.7149
C -0.0682 2.8486 -0.5394
H -0.6059 2.6320 -2.5368
H -0.2168 0.8606 -1.8485
H -1.7712 1.6990 -1.4060
H -0.8080 3.6143 -0.1478
H 0.1969 2.1925 0.2371
H 0.8559 3.3856 -0.7772
```

Order from most stable to least stable according to the calculation: model c, model b, model a, model d